{"formula": "C36H87BN6O3P2", "method": "ωB97M-V/def2-TZVPD", "e_above_lowest_kj_mol": 0.00, "charge": 0, "smiles": "CCCCCCCCCCCCCCCCCCCCBCCOCC.CN(C)P(=O)(N(C)C)N(C)C.CN(C)P(=O)(N(C)C)N(C)C", "gap_ev": 9.2, "lumo_ev": 0.66, "symbols": ["C", "C", "C", "C", "C", "C", "C", "C", "C", "C", "C", "C", "C", "C", "C", "C", "C", "C", "C", "C", "B", "C", "C", "O", "C", "C", "H", "H", "H", "H", "H", "H", "H", "H", "H", "H", "H", "H", "H", "H", "H", "H", "H", "H", "H", "H", "H", "H", "H", "H", "H", "H", "H", "H", "H", "H", "H", "H", "H", "H", "H", "H", "H", "H", "H", "H", "H", "H", "H", "H", "H", "H", "H", "H", "H", "H", "H", "C", "N", "C", "P", "O", "N", "C", "C", "N", "C", "C", "H", "H", "H", "H", "H", "H", "H", "H", "H", "H", "H", "H", "H", "H", "H", "H", "H", "H", "C", "N", "C", "P", "O", "N", "C", "C", "N", "C", "C", "H", "H", "H", "H", "H", "H", "H", "H", "H", "H", "H", "H", "H", "H", "H", "H", "H", "H"], "xyz": [[-15.9343, 8.6032, 0.3449], [-16.3511, 7.4536, -0.5985], [-15.2189, 6.9118, -1.4865], [-14.5526, 5.6164, -0.9687], [-13.1182, 5.8136, -0.4017], [-12.9908, 5.2093, 1.0021], [-13.0261, 3.6637, 0.9739], [-11.8953, 2.9596, 1.7329], [-10.5060, 3.5762, 1.5555], [-9.3870, 2.5789, 1.8350], [-8.0272, 3.2452, 2.0505], [-6.8989, 2.2015, 2.1752], [-5.5254, 2.7196, 1.7149], [-4.3437, 2.1628, 2.5394], [-3.4707, 1.1584, 1.7654], [-2.2875, 1.8254, 1.0429], [-0.9815, 1.8013, 1.8682], [0.0406, 0.7429, 1.3889], [1.3998, 1.3379, 0.9898], [2.1659, 0.4274, 0.0112], [3.6014, 0.9463, -0.3187], [4.1267, 1.1519, -1.7813], [5.1433, 0.0115, -2.0147], [5.1315, -0.5019, -3.3303], [6.3322, -0.3474, -4.0614], [6.2494, 0.7799, -5.0953], [-14.9163, 8.9352, 0.1390], [-16.5961, 9.4638, 0.2528], [-15.9746, 8.2855, 1.3884], [-16.8380, 6.6530, -0.0407], [-17.1166, 7.8561, -1.2668], [-14.4664, 7.6849, -1.6576], [-15.6468, 6.6900, -2.4673], [-14.5257, 4.8976, -1.7891], [-15.1858, 5.1774, -0.1935], [-12.4432, 5.2638, -1.0620], [-12.8962, 6.8806, -0.3902], [-12.1133, 5.5941, 1.5220], [-13.8616, 5.5611, 1.5653], [-13.0472, 3.3227, -0.0650], [-13.9812, 3.3460, 1.3999], [-11.8392, 1.9368, 1.3400], [-12.1347, 2.8401, 2.7923], [-10.3963, 4.3840, 2.2882], [-10.3869, 4.0378, 0.5712], [-9.3022, 1.8627, 1.0111], [-9.6169, 2.0095, 2.7424], [-7.8061, 3.9362, 1.2330], [-8.0547, 3.7813, 3.0033], [-6.8561, 1.8493, 3.2084], [-7.1851, 1.3346, 1.5716], [-5.3862, 2.3900, 0.6822], [-5.5086, 3.8105, 1.7317], [-3.7061, 2.9877, 2.8717], [-4.7143, 1.6881, 3.4508], [-4.1068, 0.6910, 1.0067], [-3.1229, 0.3545, 2.4180], [-2.1133, 1.2998, 0.1021], [-2.5510, 2.8615, 0.8193], [-0.5055, 2.7792, 1.7615], [-1.2095, 1.6405, 2.9231], [-0.3724, 0.1547, 0.5664], [0.2306, 0.0461, 2.2104], [2.0034, 1.4471, 1.8948], [1.2512, 2.3213, 0.5364], [1.5907, 0.2790, -0.9083], [2.2419, -0.5645, 0.4819], [4.3831, 1.1826, 0.5646], [4.6470, 2.1136, -1.8464], [3.3403, 1.1512, -2.5370], [6.1364, 0.3650, -1.7247], [4.9135, -0.8211, -1.3356], [7.2083, -0.2300, -3.4170], [6.4736, -1.2850, -4.6055], [5.2047, 0.9181, -5.3737], [6.6753, 1.7156, -4.7350], [6.7744, 0.4767, -6.0033], [6.6633, -2.1224, 5.3106], [5.8439, -3.2480, 4.8927], [6.4257, -4.5074, 5.3510], [5.0113, -3.3136, 3.4311], [4.2067, -4.5485, 3.4275], [3.8656, -2.0414, 3.3707], [3.8335, -0.9771, 4.3585], [2.5151, -2.4659, 3.0117], [6.1267, -2.6316, 2.3671], [5.5869, -2.0123, 1.1464], [7.1528, -3.6219, 1.9670], [7.6213, -2.0682, 4.7775], [6.8790, -2.2312, 6.3757], [6.1573, -1.1754, 5.1894], [7.4132, -4.6972, 4.9111], [5.7706, -5.3384, 5.1009], [6.5416, -4.4852, 6.4367], [3.7319, -1.3435, 5.3873], [2.9851, -0.3233, 4.1460], [4.7177, -0.3449, 4.2868], [1.9596, -2.8831, 3.8598], [2.5381, -3.2186, 2.2280], [1.9666, -1.6010, 2.6287], [4.9181, -2.6803, 0.5912], [6.4175, -1.7412, 0.4927], [5.0493, -1.0995, 1.3849], [6.7322, -4.4383, 1.3713], [7.6277, -4.0518, 2.8492], [7.9292, -3.1309, 1.3815], [7.0755, -6.3676, -3.7816], [7.6435, -5.2317, -3.0779], [6.5809, -4.3379, -2.6234], [9.1182, -4.4734, -3.4841], [9.2961, -3.5666, -2.3245], [10.4251, -5.5592, -3.3893], [10.2083, -6.9852, -3.2141], [11.5553, -5.0835, -2.5957], [8.9237, -4.5756, -5.1751], [10.1507, -4.5796, -6.0001], [8.0473, -3.4982, -5.6868], [6.6436, -6.1033, -4.7568], [6.2755, -6.7881, -3.1682], [7.7983, -7.1591, -3.9378], [6.0188, -3.9142, -3.4663], [6.9874, -3.5162, -2.0386], [5.8793, -4.8740, -1.9794], [9.6134, -7.2236, -2.3249], [11.1762, -7.4803, -3.1198], [9.7326, -7.4225, -4.0924], [11.4036, -5.2168, -1.5188], [11.7411, -4.0279, -2.7766], [12.4501, -5.6353, -2.8937], [10.8225, -3.7450, -5.7799], [9.8544, -4.5132, -7.0475], [10.6948, -5.5088, -5.8670], [8.4971, -2.5063, -5.5756], [7.0944, -3.5033, -5.1593], [7.8389, -3.6677, -6.7425]]}

=====

{"formula": "CH9N2OSi", "method": "ωB97M-V/def2-TZVPD", "e_above_lowest_kj_mol": 41.16, "charge": 1, "gap_ev": 12.1, "lumo_ev": -3.32, "symbols": ["C", "N", "N", "O", "Si", "H", "H", "H", "H", "H", "H", "H", "H", "H"], "xyz": [[0.5995, 0.0686, -0.0982], [-3.1631, 0.1132, -0.1634], [-0.5812, -0.3582, 0.3260], [1.6827, -0.4193, 0.2807], [3.2678, -0.0425, -0.0692], [0.6595, 0.8697, -0.6848], [-3.4292, 1.1651, -0.3002], [-3.6203, -0.1071, 0.6912], [-0.5593, -1.1737, 0.8974], [-3.8732, -0.2739, -0.7978], [-1.5478, 0.0678, -0.0788], [3.2592, 1.0620, -0.9073], [3.5153, 0.3599, 1.3198], [3.7901, -1.3316, -0.4154]]}

=====

{"formula": "C30H39MgN3O", "method": "ωB97M-V/def2-TZVPD", "charge": -2, "gap_ev": [1.9, 3.9], "lumo_ev": [4.53, 4.46], "symbols": ["Mg", "N", "N", "C", "C", "C", "C", "H", "H", "H", "C", "C", "H", "H", "H", "C", "C", "H", "H", "H", "C", "H", "H", "H", "C", "H", "H", "H", "C", "H", "C", "H", "C", "H", "C", "H", "C", "C", "H", "C", "C", "H", "C", "H", "N", "C", "C", "C", "H", "C", "C", "H", "H", "H", "C", "H", "C", "C", "H", "H", "H", "C", "H", "H", "H", "C", "C", "O", "H", "H", "H", "H", "H", "H"], "xyz": [[0.0727, -0.5022, 0.1740], [2.8412, -3.4867, 2.4101], [2.4451, 1.1601, -0.3452], [-2.1046, -0.1505, 0.9855], [-1.2504, -0.0410, 2.1329], [-0.8219, -1.3591, 2.4550], [0.0603, -1.7479, 3.5824], [0.3345, -0.8898, 4.1988], [1.1053, -2.1581, 3.1618], [-0.3693, -2.5516, 4.1781], [-1.3934, -2.2764, 1.5390], [-1.2088, -3.7480, 1.5708], [-1.9928, -4.1791, 2.2141], [-0.2331, -4.0578, 1.9804], [-1.3084, -4.2137, 0.5758], [-2.2047, -1.5393, 0.6340], [-3.1489, -2.1075, -0.3562], [-2.7973, -3.0640, -0.7698], [-3.3385, -1.4117, -1.1866], [-4.1242, -2.3075, 0.1188], [-0.9356, 1.2134, 2.8656], [-1.7526, 1.4852, 3.5540], [-0.8009, 2.0645, 2.1774], [-0.0173, 1.1146, 3.4570], [-2.8426, 0.9705, 0.3584], [-3.1142, 0.7268, -0.6782], [-2.2113, 1.8707, 0.3363], [-3.7680, 1.2291, 0.9010], [3.5863, -4.4743, 1.9292], [3.5472, -5.4043, 2.4841], [4.3877, -4.3615, 0.7793], [5.0439, -5.1924, 0.4485], [4.3765, -3.1454, 0.0751], [5.0126, -2.9616, -0.7985], [3.4583, -2.1241, 0.4514], [3.3280, -1.1289, -0.0450], [2.6101, -2.4748, 1.5345], [1.5421, -1.6637, 2.1825], [2.1807, -0.6010, 2.3773], [1.1886, 1.2833, -0.9199], [2.9628, 2.2434, 0.1475], [3.7928, 2.1632, 0.8830], [2.3278, 3.2280, -0.4789], [2.6154, 4.2793, -0.5934], [1.1666, 2.6234, -1.1594], [0.0176, 3.2811, -1.5326], [-0.4033, 4.4230, -0.8020], [-1.5860, 5.0200, -1.2543], [-1.9287, 5.9278, -0.7652], [-2.2950, 4.4527, -2.3253], [-3.4988, 5.1510, -2.8754], [-4.2272, 4.3947, -3.1989], [-3.2448, 5.7794, -3.7464], [-3.9348, 5.7889, -2.0960], [-1.9208, 3.2293, -2.9022], [-2.5166, 2.7709, -3.6931], [-0.7434, 2.6074, -2.4893], [-0.2603, 1.3189, -3.0535], [0.7525, 1.4020, -3.4727], [-0.9346, 1.0229, -3.8713], [-0.2531, 0.4892, -2.3128], [0.2982, 4.9064, 0.4158], [1.3668, 5.0730, 0.2738], [0.1769, 4.2518, 1.2897], [-0.1338, 5.8817, 0.6784], [1.0567, -4.1207, -1.1504], [0.9880, -2.7997, -1.8842], [-0.0207, -1.9027, -1.3212], [1.1206, -3.9989, -0.0618], [1.9459, -4.6689, -1.4756], [0.1837, -4.7406, -1.3904], [1.9190, -2.2288, -1.8346], [0.7162, -2.9479, -2.9318], [-0.8877, -2.0954, -1.7391]]}